# 1
Entry from OMol25: 2 unconnected molecules or ions with the total composition C4H12 in a non-equilibrium geometry (ωB97M-V/def2-TZVPD).

For the highest occupied orbital energy, the calculation gives -0.4169 hartree. Its calculated total energy is -159.54494 a.u. The energy above the lowest of the compared OMol25 structures with the same formula, charge and spin comes out at 25.1 kcal/mol. The SMILES is CC.CC. The HOMO-LUMO gap comes out at 12.4 eV.

Structure (XYZ):
```
16
Properties=species:S:1:pos:R:3:forces:R:3:mulliken_charge:R:1
H 0.80576 -0.05607 0.66971 0.50 -0.39 -0.88 0.260
C 2.48960 1.37558 1.13387 -2.29 2.16 -1.73 -0.799
H -2.02442 -0.89606 -2.50840 -0.71 -0.82 -0.13 0.283
H -2.84503 -0.75139 0.03971 -0.60 -0.27 -0.31 0.341
C 0.98955 0.99763 0.84454 -0.02 -2.16 3.06 -0.817
H 2.52607 2.30149 0.50288 0.90 -0.40 0.88 0.207
H 0.33725 1.53675 0.17239 0.47 0.59 -0.10 0.314
H -0.59239 -1.63775 -1.97696 0.12 0.49 0.47 0.269
H 2.53121 1.64351 2.18352 0.58 -0.01 -0.05 0.254
C -1.83247 -0.81262 -0.32793 0.62 -1.02 0.18 -0.692
H -1.32052 -1.49488 0.35232 0.05 0.34 0.51 0.235
H -1.44395 0.19604 -0.15149 0.29 -0.29 -0.71 0.129
H -1.89206 -2.60077 -1.61130 -0.98 0.73 -0.42 0.282
H 0.53835 0.93632 1.88372 -0.14 0.91 -1.11 0.265
C -1.65118 -1.52660 -1.69795 1.11 0.81 0.39 -0.838
H 3.27686 0.73115 0.80169 0.12 -0.65 -0.05 0.308
```
Forces are in eV/Å.

=====

# 2
Entry from OMol25: 2 unconnected molecules or ions with the total composition C4H12 in a non-equilibrium geometry (ωB97M-V/def2-TZVPD).

For the highest occupied orbital energy, the calculation gives -0.4243 hartree. Its calculated total energy is -159.57017 a.u. The energy above the lowest of the compared OMol25 structures with the same formula, charge and spin comes out at 9.3 kcal/mol. The SMILES is CC.CC. The HOMO-LUMO gap comes out at 12.7 eV.

Structure (XYZ):
```
16
Properties=species:S:1:pos:R:3:forces:R:3:mulliken_charge:R:1
H -1.07283 2.45054 1.78877 0.36 0.45 0.19 0.262
C 0.68190 1.37176 1.18020 0.24 -0.66 0.43 -0.880
H 1.30548 1.69706 2.01309 0.14 0.08 -0.08 0.356
H 0.89874 -0.71887 -1.53868 0.16 -0.12 0.11 0.311
H 0.28039 0.38408 1.46130 0.06 0.48 0.16 0.281
H -0.04989 3.31838 0.57490 -0.64 -0.33 -0.29 0.280
C -0.22265 -2.55713 -1.13834 0.37 -0.48 1.30 -0.995
H -0.76371 -2.92561 -0.25285 -0.14 0.27 -0.20 0.282
H 0.05646 -0.77547 0.00687 -0.04 0.21 0.09 -0.127
H -0.77726 -2.96027 -1.97769 0.20 0.29 -0.43 0.318
C -0.01347 -1.03813 -1.03352 -0.05 -0.57 -0.93 -0.417
H -0.79255 -0.46494 -1.53229 -0.32 -0.02 0.27 0.299
H 0.74349 -3.07805 -1.02237 -0.28 0.16 -0.48 0.261
H 1.32116 1.15423 0.31610 -0.10 0.39 0.11 0.254
H -1.14530 1.79446 0.25914 0.14 0.83 -0.84 0.218
C -0.44997 2.34795 0.89538 -0.11 -0.97 0.59 -0.705
```
Forces are in eV/Å.

=====

Copy entry 2 word for word.
Entry from OMol25: 2 unconnected molecules or ions with the total composition C4H12 in a non-equilibrium geometry (ωB97M-V/def2-TZVPD).

For the highest occupied orbital energy, the calculation gives -0.4243 hartree. Its calculated total energy is -159.57017 a.u. The energy above the lowest of the compared OMol25 structures with the same formula, charge and spin comes out at 9.3 kcal/mol. The SMILES is CC.CC. The HOMO-LUMO gap comes out at 12.7 eV.

Structure (XYZ):
```
16
Properties=species:S:1:pos:R:3:forces:R:3:mulliken_charge:R:1
H -1.07283 2.45054 1.78877 0.36 0.45 0.19 0.262
C 0.68190 1.37176 1.18020 0.24 -0.66 0.43 -0.880
H 1.30548 1.69706 2.01309 0.14 0.08 -0.08 0.356
H 0.89874 -0.71887 -1.53868 0.16 -0.12 0.11 0.311
H 0.28039 0.38408 1.46130 0.06 0.48 0.16 0.281
H -0.04989 3.31838 0.57490 -0.64 -0.33 -0.29 0.280
C -0.22265 -2.55713 -1.13834 0.37 -0.48 1.30 -0.995
H -0.76371 -2.92561 -0.25285 -0.14 0.27 -0.20 0.282
H 0.05646 -0.77547 0.00687 -0.04 0.21 0.09 -0.127
H -0.77726 -2.96027 -1.97769 0.20 0.29 -0.43 0.318
C -0.01347 -1.03813 -1.03352 -0.05 -0.57 -0.93 -0.417
H -0.79255 -0.46494 -1.53229 -0.32 -0.02 0.27 0.299
H 0.74349 -3.07805 -1.02237 -0.28 0.16 -0.48 0.261
H 1.32116 1.15423 0.31610 -0.10 0.39 0.11 0.254
H -1.14530 1.79446 0.25914 0.14 0.83 -0.84 0.218
C -0.44997 2.34795 0.89538 -0.11 -0.97 0.59 -0.705
```
Forces are in eV/Å.